10
Properties=species:S:1:pos:R:3:forces:R:3 method="wB97M-V/def2-TZVPD" gap_ha=0.35746
O -1.956380 0.087771 -0.635982 0.3 0.2 0.5
C -1.277119 0.530138 0.255609 -0.2 -0.1 -0.4
N -0.081750 -0.057268 0.710567 -0.1 0.0 0.1
C 0.649219 -0.941888 -0.192701 0.0 -0.2 -0.1
C 1.341418 0.377350 -0.235746 0.1 0.0 -0.4
H -1.549691 1.421534 0.844072 0.0 -0.1 -0.1
H 1.126614 -1.775072 0.321101 -0.1 0.1 -0.1
H 0.031640 -1.236481 -1.038623 0.1 0.1 0.1
H 0.921618 0.971637 -1.062377 0.0 -0.1 0.2
H 0.794431 0.622280 1.034081 -0.2 0.1 0.2

=====

10
Properties=species:S:1:pos:R:3:forces:R:3 method="wB97M-V/def2-TZVPD" smiles="O=C1CCN1" gap_ha=0.39899
O 2.195283 0.521433 -0.548945 -0.4 -0.2 0.3
C 1.100609 0.205614 -0.161907 0.4 0.1 0.0
C -0.172894 0.926348 0.295376 0.0 0.2 0.0
C -0.870398 -0.404793 -0.056280 -0.3 0.0 0.1
N 0.464179 -1.013976 -0.007020 0.2 -0.1 -0.2
H -0.109577 1.015572 1.381255 -0.1 0.2 -0.1
H -0.478896 1.867168 -0.162039 0.1 -0.2 -0.1
H -1.604891 -0.793033 0.652039 0.2 0.0 0.0
H -1.289431 -0.400191 -1.069823 0.0 0.0 0.2
H 0.766019 -1.924145 -0.322652 0.0 0.1 -0.2

=====

10
Properties=species:S:1:pos:R:3:forces:R:3 method="wB97M-V/def2-TZVPD" smiles="C=C=O.C=N" gap_ha=0.31169
O 0.320982 -0.895083 -2.243971 1.2 0.7 1.5
C -0.264600 -0.533481 -1.296877 -4.7 -0.8 -1.2
C -1.344238 -0.282882 -0.507917 0.9 -0.5 -2.5
N 0.176301 0.342148 1.417563 3.5 -0.4 -0.2
C 1.277839 0.186680 0.727982 -1.1 1.5 3.4
H -1.849252 0.679878 -0.630567 0.5 -0.3 0.4
H -1.867831 -1.132976 -0.067212 0.6 0.4 0.1
H -0.097295 1.326784 1.490742 -0.1 -0.2 -0.7
H 1.780797 1.041510 0.260141 0.0 -0.3 -0.2
H 1.867297 -0.732579 0.850115 -0.7 0.0 -0.6

=====

10
Properties=species:S:1:pos:R:3:forces:R:3 method="wB97M-V/def2-TZVPD" multiplicity=3 gap_ha="0.18480 / 0.36634"
C 0.823442 -0.479993 -0.310023 9.6 -5.5 -5.9
C -3.480172 0.308223 0.207802 -0.3 0.2 -0.1
C -0.226535 0.008224 0.256392 -9.0 6.2 7.1
N 2.178570 -0.185382 -0.024503 -5.1 1.8 0.9
O -3.782214 1.148707 -0.477728 0.0 -0.1 0.1
H 0.726883 -1.065027 -1.166047 0.0 -1.1 -1.3
H 2.192265 0.411501 0.772359 1.4 0.2 0.5
H -1.352598 -0.065585 -0.007802 2.8 0.1 0.3
H 0.049851 0.633808 1.181094 -1.2 -0.9 -1.1
H 2.870505 -0.714478 -0.431547 1.8 -0.9 -0.5